Entry 1:
Density functional theory data (ωB97M-V with the def2-TZVPD basis set) for a cluster of 3 separate species, C5H15O3 in total in a non-equilibrium geometry.

Structure (XYZ):
```
23
Properties=species:S:1:pos:R:3:forces:R:3
O -2.12667 1.17896 2.64417 -1.2 0.0 0.2
O 0.98603 1.86643 0.89966 -0.2 -0.1 0.0
O 1.60620 -0.11247 2.19991 0.6 -0.1 -0.6
C 1.08907 1.60267 -0.42549 -0.7 -0.1 -0.7
C -0.10034 0.77248 -1.06948 1.3 0.1 -0.1
C 1.08737 -1.47356 -1.11312 -0.4 -1.0 1.7
C -1.47868 -1.42405 -0.82247 0.5 1.0 -0.5
C -0.11140 -0.68121 -0.59848 -1.3 0.6 0.3
H 1.48233 -1.12390 -2.06099 0.1 -0.1 -0.1
H 0.78347 -2.53032 -1.11811 0.1 0.1 -0.8
H 1.01869 0.00800 2.93741 -0.3 0.1 0.4
H -1.05318 1.23875 -0.80197 0.0 0.2 -0.3
H -1.30172 -2.43240 -1.18096 -0.2 -0.4 0.4
H 2.00970 1.04649 -0.70572 0.1 -0.1 0.1
H -2.10457 -0.95252 -1.58613 0.1 0.2 -0.2
H -2.85511 1.22264 1.99967 0.8 0.0 0.3
H -2.05696 -1.36415 0.09931 -0.1 -0.5 0.0
H 0.14676 0.81041 -2.14776 -0.7 0.1 0.0
H -0.12155 -0.51663 0.48355 0.9 -0.6 0.1
H 1.83485 -1.53390 -0.31608 0.4 0.7 -0.4
H 1.15121 2.52702 -1.04710 -0.1 0.0 0.1
H -1.30994 1.09248 2.15649 0.6 0.2 -0.6
H 1.42445 0.77877 1.57368 -0.3 -0.2 0.5
```
Forces are in eV/Å.

Properties
- calculated total energy (eV) = -11571.0074
- highest occupied orbital energy (eV) = -3.759
- net charge = -1
- orbital gap (Ha) = 0.2722
- E_LUMO (eV) = 3.65

=====

Entry 2:
Density functional theory data (ωB97M-V with the def2-TZVPD basis set) for a structure of composition C18H13CsF6N3O6S3 in a non-equilibrium geometry.

Structure (XYZ):
```
50
Properties=species:S:1:pos:R:3:forces:R:3
Cs 1.87166 -0.85421 -0.63064 -0.8 0.3 1.5
S 4.86742 -1.74521 -1.70694 -1.0 -0.1 -0.6
S 2.88447 -3.57741 -2.38432 0.5 0.5 0.5
S 0.23628 1.94634 -0.31003 -0.5 1.0 -0.6
F 7.44986 -2.19911 -1.54192 0.2 0.1 0.1
F 6.39718 -3.68822 -2.69070 0.0 0.0 -0.1
F 6.23517 -3.67187 -0.53513 0.1 -0.1 0.0
F 1.73526 -3.18851 -4.73732 0.0 0.1 0.0
F 3.46218 -4.48474 -4.77673 0.1 0.0 0.0
F 1.60166 -5.18322 -3.91627 0.0 0.0 -0.1
O 4.25839 -1.75407 -0.39300 2.2 -0.6 0.0
O 0.81217 3.22249 0.06610 0.1 -0.2 0.1
O 1.65400 -3.12442 -1.75805 0.4 -1.9 -1.2
O 0.84520 1.27825 -1.45864 -0.7 1.7 -0.3
O 5.41354 -0.51823 -2.20442 0.0 -0.3 0.0
O 3.55057 -4.71792 -1.80884 -0.2 0.4 -0.2
N 0.12146 -1.15270 2.53517 -0.2 0.5 0.1
N 3.84597 -2.34764 -2.79233 0.2 -0.6 0.6
N 0.09197 0.88213 0.79619 -0.3 0.1 0.9
C -0.54470 -0.01196 2.91459 0.4 -0.3 -0.4
C -0.54027 -2.18208 4.61040 0.1 0.0 -0.2
C -0.53729 1.11779 2.00549 0.4 -0.7 -0.5
C 2.40062 -4.11998 -4.06547 -0.1 -0.1 -0.1
C -1.19977 -1.05741 4.99354 -0.1 0.2 0.0
C -1.74549 3.63934 -1.21826 0.0 0.0 0.0
C -1.41298 2.34833 -0.84348 -0.4 -0.1 -0.2
C -3.03069 3.92200 -1.66816 0.1 0.1 0.0
C -1.18308 2.25802 2.41075 -0.3 0.5 0.5
C 6.32797 -2.90685 -1.61948 -0.2 -0.2 0.2
C -5.39960 3.25060 -2.20802 -0.2 0.0 -0.1
C 0.11624 -2.16508 3.35454 0.0 -0.3 0.2
C -2.37968 1.34851 -0.91461 0.1 0.0 0.0
C -1.88211 1.27701 4.51973 0.2 -0.3 -0.1
C -4.00529 2.93723 -1.74574 0.1 -0.1 0.1
C -1.84929 2.33073 3.66369 0.2 0.1 -0.4
C -1.21313 0.07436 4.14282 -0.3 0.2 0.5
C -3.65529 1.64368 -1.35930 -0.1 0.0 0.0
H -0.50497 -3.06719 5.23131 0.0 0.0 0.0
H -4.39487 0.85103 -1.40621 0.0 0.0 0.0
H -6.10158 3.33143 -1.37451 0.1 0.0 0.1
H 0.65759 -3.05395 3.03867 0.0 0.0 -0.1
H -2.38989 1.33178 5.47478 0.0 0.0 0.0
H -2.13521 0.33792 -0.61141 0.1 0.0 0.0
H -1.72052 -0.99584 5.94318 0.0 0.0 0.0
H -3.27192 4.93803 -1.96328 0.0 0.0 0.0
H -5.43888 4.19486 -2.75291 0.1 0.0 0.0
H -2.33635 3.26352 3.92356 0.0 0.0 0.0
H -5.78112 2.47234 -2.87180 0.0 0.0 0.0
H -1.18029 3.14728 1.79613 0.1 -0.1 -0.1
H -1.00259 4.42285 -1.15275 0.0 0.0 0.0
```
Forces are in eV/Å.

Properties
- calculated total energy (eV) = -84993.0026
- highest occupied orbital energy (eV) = -5.174
- net charge = -1
- orbital gap (Ha) = 0.2734
- E_LUMO (eV) = 2.26

=====

Entry 3:
Density functional theory data (ωB97M-V with the def2-TZVPD basis set) for a cluster of 2 separate species, C4H14N2 in total in a non-equilibrium geometry.

Structure (XYZ):
```
20
Properties=species:S:1:pos:R:3:forces:R:3
N -2.46194 0.45956 0.26215 -1.7 -1.2 1.3
N 1.58915 -1.35957 -0.09592 2.4 1.5 1.0
C 2.58364 0.87728 0.85653 0.0 0.1 1.1
C -2.35680 -1.02354 -0.06174 1.0 0.7 -1.1
C 2.81011 -0.39532 0.01117 -2.4 1.7 -3.3
C -2.08879 1.33853 -0.79167 -0.2 2.7 -1.6
H -2.77999 1.20847 -1.71614 1.2 0.4 1.0
H -2.49322 -1.29925 -1.20581 0.1 0.8 2.1
H 0.73484 -0.89077 0.19720 0.2 -0.2 -0.8
H -3.43716 0.75119 0.62924 2.1 -1.1 -1.0
H -2.07783 2.49996 -0.49887 -0.7 -2.3 -0.2
H 3.57147 -0.94980 0.43309 1.8 -1.1 0.6
H -1.02501 1.31195 -1.09514 -0.4 -0.9 0.0
H -3.06426 -1.60828 0.53395 -0.1 0.2 0.0
H -1.31215 -1.39151 0.22057 -1.3 0.5 -0.4
H 2.88395 0.68595 1.92722 -0.2 0.3 -1.0
H 3.11677 1.80311 0.49956 -0.2 -1.1 0.2
H 3.15784 0.03484 -1.08291 -0.9 -1.4 2.4
H 1.61515 -1.81134 -1.00286 -0.7 0.4 0.1
H 1.53017 1.17386 0.91150 0.1 -0.2 -0.2
```
Forces are in eV/Å.

Properties
- ⟨S²⟩ = 0.75
- calculated total energy (eV) = -7351.8197
- multiplicity = 2
- highest occupied orbital energy (alpha / beta) (eV) = 1.400 / -4.994
- net charge = -1
- orbital gap (alpha / beta) (Ha) = 0.0971 / 0.3300
- E_LUMO (alpha / beta) (eV) = 4.04 / 3.99

=====

Entry 4:
Density functional theory data (ωB97M-V with the def2-TZVPD basis set) for the ion C3H7N2 with charge +1 in a non-equilibrium geometry.

Structure (XYZ):
```
12
Properties=species:S:1:pos:R:3:forces:R:3
N -0.21595 1.49644 0.11798 2.9 -3.7 -5.0
N 1.31079 -0.26353 0.65550 -0.6 0.0 1.1
C -1.16316 -1.44022 -1.52196 -1.1 0.2 0.6
C -0.71216 -0.83903 -0.58601 0.6 0.6 0.4
C -0.20345 0.06032 0.48689 0.0 2.2 -2.5
H -1.92799 -1.87831 -2.14106 0.7 -0.2 -0.3
H -0.76821 2.03982 0.64008 -2.7 2.5 2.2
H 1.68780 0.02256 -0.29110 -0.2 -1.6 0.9
H 1.80717 0.50855 1.24494 -1.3 -2.1 -0.3
H -0.82863 -0.04566 1.34780 0.4 -0.4 1.0
H 1.28177 -1.33115 1.01396 1.4 3.0 -1.3
H -0.26798 1.67022 -0.96700 -0.2 -0.4 3.1
```
Forces are in eV/Å.

Properties
- calculated total energy (eV) = -6194.8145
- highest occupied orbital energy (eV) = -14.667
- SMILES string = C#C[C@H](N)[NH3+]
- net charge = +1
- orbital gap (Ha) = 0.3956
- E_LUMO (eV) = -3.90

=====

Relative energy (zero: lowest compared OMol25 entry of this formula, charge and spin) readings, ordered: 58.9; 50.8; 161.9; 260.2 kJ/mol